1.
215
Properties=species:S:1:pos:R:3 method="wB97M-V/def2-TZVPD" s_squared=8.76 lumo_ev="-1.840 / -5.862" gap_ev="8.32 / 4.42" total_charge=+1 spin_multiplicity=6
Cr 20.278 22.556 4.378
C 21.980 18.763 4.010
C 21.061 19.460 3.085
C 19.699 18.727 3.022
O 21.013 20.806 3.366
H 21.985 17.697 3.784
H 21.647 18.745 5.048
H 23.004 19.137 4.032
H 21.511 19.262 2.112
H 19.934 17.698 2.751
H 19.135 19.185 2.210
H 19.125 18.653 3.946
C 16.578 21.673 5.485
C 17.865 22.030 6.309
C 18.638 20.731 6.601
O 18.702 23.007 5.726
H 15.959 20.903 5.946
H 16.874 21.358 4.484
H 15.992 22.590 5.430
H 17.489 22.455 7.240
H 19.231 20.240 5.829
H 17.900 20.001 6.933
H 19.314 20.955 7.426
C 18.068 15.806 6.335
O 16.877 15.754 7.102
C 16.989 16.308 8.430
C 15.727 16.210 9.211
N 15.823 16.690 10.552
C 14.530 16.467 11.204
C 14.477 17.116 12.578
O 13.149 16.923 13.053
C 12.983 16.845 14.467
H 18.965 15.339 6.740
H 18.350 16.847 6.178
H 17.882 15.376 5.351
H 17.274 17.356 8.339
H 17.748 15.849 9.063
H 15.363 15.186 9.296
H 14.934 16.677 8.628
H 15.849 17.694 10.439
H 14.290 15.411 11.331
H 13.685 16.801 10.602
H 14.700 18.180 12.495
H 15.181 16.592 13.224
H 11.927 16.726 14.708
H 13.322 17.779 14.915
H 13.585 16.050 14.906
C 27.228 16.961 4.107
O 26.696 16.877 5.425
C 25.406 17.411 5.511
C 24.977 17.546 7.002
N 25.734 18.650 7.589
C 25.638 18.648 9.031
C 26.556 19.650 9.758
O 27.788 19.096 9.794
C 28.735 20.069 10.238
H 28.257 16.671 4.318
H 27.258 18.008 3.805
H 26.707 16.302 3.413
H 24.783 16.681 4.995
H 25.268 18.345 4.967
H 25.061 16.569 7.478
H 23.939 17.873 6.935
H 26.695 18.560 7.292
H 25.865 17.630 9.350
H 24.599 18.959 9.142
H 26.200 19.819 10.775
H 26.641 20.577 9.191
H 28.700 20.994 9.663
H 29.736 19.749 9.948
H 28.689 20.160 11.324
C 18.496 22.713 1.549
O 19.278 23.281 2.583
C 19.747 24.566 2.139
C 20.389 25.294 3.349
N 21.383 24.379 4.008
C 21.779 24.864 5.307
C 22.516 23.729 6.064
O 21.744 22.532 5.891
C 22.132 21.374 6.634
H 17.699 23.341 1.152
H 18.025 21.800 1.912
H 19.114 22.393 0.709
H 18.985 25.206 1.694
H 20.568 24.462 1.429
H 19.706 25.605 4.141
H 20.930 26.195 3.058
H 22.200 24.472 3.422
H 20.928 25.208 5.895
H 22.424 25.733 5.181
H 22.595 23.914 7.135
H 23.514 23.595 5.647
H 23.025 20.877 6.255
H 21.338 20.631 6.564
H 22.325 21.651 7.670
C 16.591 15.983 3.152
O 15.636 16.656 3.950
C 15.617 18.060 3.766
C 14.338 18.618 4.503
N 13.109 17.899 4.184
C 12.795 17.951 2.749
C 11.531 17.224 2.380
O 11.800 15.830 2.168
C 11.710 14.946 3.271
H 17.567 16.453 3.278
H 16.377 16.119 2.092
H 16.657 14.903 3.288
H 15.475 18.366 2.730
H 16.472 18.592 4.185
H 14.116 19.670 4.323
H 14.590 18.626 5.563
H 13.324 16.923 4.333
H 13.635 17.596 2.151
H 12.673 19.027 2.624
H 11.112 17.752 1.524
H 10.718 17.366 3.093
H 12.525 15.123 3.972
H 11.747 13.909 2.936
H 10.761 15.064 3.793
C 20.729 20.666 -0.933
O 19.723 20.396 -1.908
C 18.362 20.433 -1.414
C 17.455 19.942 -2.577
N 17.131 20.957 -3.622
C 18.363 21.652 -4.015
C 17.986 22.884 -4.915
O 17.205 23.797 -4.123
C 16.715 24.878 -4.887
H 20.674 21.753 -0.867
H 21.719 20.402 -1.303
H 20.579 20.275 0.073
H 17.933 21.384 -1.100
H 18.220 19.779 -0.554
H 16.529 19.507 -2.201
H 17.947 19.118 -3.093
H 16.639 21.693 -3.136
H 18.967 20.961 -4.604
H 18.983 21.990 -3.185
H 17.492 22.534 -5.821
H 18.918 23.401 -5.142
H 16.144 25.537 -4.233
H 16.037 24.478 -5.641
H 17.470 25.507 -5.359
C 26.312 26.521 0.292
O 25.478 26.338 1.411
C 26.015 25.558 2.474
C 24.913 25.205 3.457
N 23.796 24.595 2.735
C 24.055 23.245 2.252
C 22.974 22.867 1.102
O 22.845 23.788 0.055
C 23.846 23.827 -0.967
H 27.273 27.017 0.431
H 25.817 27.002 -0.550
H 26.517 25.552 -0.163
H 26.878 26.052 2.920
H 26.482 24.675 2.039
H 24.535 26.116 3.921
H 25.210 24.504 4.237
H 23.810 25.257 1.971
H 23.967 22.548 3.085
H 25.020 23.113 1.762
H 22.034 22.583 1.575
H 23.337 21.918 0.705
H 23.512 24.429 -1.812
H 24.161 22.873 -1.390
H 24.752 24.241 -0.526
C 24.205 13.879 8.263
O 23.333 14.570 7.379
C 22.758 13.706 6.351
C 21.944 14.600 5.358
N 21.054 13.859 4.492
C 20.545 14.574 3.345
C 19.575 13.708 2.505
O 19.122 14.444 1.384
C 18.337 13.647 0.451
H 25.003 13.379 7.714
H 23.686 13.132 8.863
H 24.715 14.525 8.978
H 22.014 13.098 6.865
H 23.608 13.207 5.886
H 22.711 15.127 4.790
H 21.266 15.260 5.899
H 21.524 13.000 4.245
H 21.431 14.866 2.781
H 20.007 15.486 3.604
H 18.719 13.287 3.031
H 20.161 12.878 2.111
H 17.559 13.032 0.901
H 19.018 12.916 0.016
H 17.895 14.259 -0.336
C 21.283 16.834 -0.077
C 22.542 17.439 -0.765
C 23.722 17.639 0.213
O 23.033 16.567 -1.695
H 20.788 17.515 0.615
H 21.505 15.916 0.467
H 20.489 16.686 -0.809
H 22.330 18.400 -1.232
H 23.383 18.461 0.844
H 24.621 18.002 -0.286
H 23.990 16.739 0.766
H 22.428 16.571 -2.441
C 21.136 17.850 8.033
C 20.449 16.984 9.113
C 21.342 16.109 10.025
O 19.670 17.926 9.865
H 21.825 18.578 8.463
H 20.470 18.361 7.337
H 21.768 17.173 7.459
H 19.827 16.253 8.595
H 21.693 16.653 10.902
H 22.144 15.713 9.401
H 20.704 15.260 10.268
H 19.083 17.402 10.416

---

2.
216
Properties=species:S:1:pos:R:3 method="wB97M-V/def2-TZVPD" de_lowest_kj_mol=437.3 lumo_ev=0.645 gap_ev=8.94 smiles=COCCNCCOC.COCCNCCOC.COCCNCCOC.COCCNCCOC.COCCNCCOC.COCCNCCOC.COCCNCCOC.COCCNCCOC.COCCNCCOC
C 6.574 -9.194 -4.483
O 5.549 -9.733 -5.266
C 5.518 -11.195 -5.237
C 4.029 -11.546 -5.538
N 3.717 -11.346 -6.964
C 2.335 -11.451 -7.302
C 2.041 -10.929 -8.697
O 2.419 -9.573 -8.832
C 1.495 -8.653 -8.195
H 7.582 -9.516 -4.745
H 6.435 -9.435 -3.429
H 6.565 -8.107 -4.563
H 5.824 -11.572 -4.261
H 6.184 -11.588 -6.006
H 3.247 -11.067 -4.949
H 3.907 -12.598 -5.278
H 3.995 -10.385 -7.106
H 1.746 -10.836 -6.621
H 2.027 -12.497 -7.321
H 0.989 -11.026 -8.966
H 2.568 -11.569 -9.405
H 0.705 -9.128 -7.615
H 1.049 -7.967 -8.915
H 2.013 -8.111 -7.403
C 7.186 -12.468 -1.305
O 7.142 -12.247 0.136
C 6.118 -12.935 0.873
C 5.563 -12.042 2.010
N 6.662 -11.660 2.902
C 6.284 -10.576 3.846
C 7.649 -9.969 4.279
O 8.334 -9.328 3.187
C 9.588 -8.815 3.499
H 6.207 -12.128 -1.643
H 7.423 -13.516 -1.487
H 7.990 -11.876 -1.742
H 6.467 -13.890 1.266
H 5.323 -13.283 0.214
H 4.902 -12.665 2.612
H 5.001 -11.159 1.705
H 7.374 -11.182 2.368
H 5.886 -11.089 4.721
H 5.615 -9.859 3.369
H 8.271 -10.764 4.688
H 7.577 -9.199 5.047
H 9.854 -8.114 2.707
H 10.415 -9.525 3.514
H 9.637 -8.231 4.418
C 4.445 -9.990 -0.858
O 3.855 -11.231 -1.246
C 2.576 -11.058 -1.811
C 1.900 -12.448 -2.248
N 0.558 -12.226 -2.754
C 0.520 -11.870 -4.198
C -0.893 -11.414 -4.604
O -0.734 -11.106 -6.000
C -1.995 -10.700 -6.532
H 4.026 -9.597 0.069
H 4.396 -9.266 -1.672
H 5.494 -10.199 -0.649
H 2.622 -10.415 -2.690
H 1.895 -10.532 -1.142
H 1.710 -13.202 -1.483
H 2.536 -12.981 -2.955
H 0.029 -13.075 -2.612
H 0.667 -12.782 -4.777
H 1.245 -11.096 -4.453
H -1.171 -10.511 -4.061
H -1.613 -12.218 -4.454
H -2.578 -11.617 -6.612
H -1.943 -10.214 -7.507
H -2.574 -10.002 -5.926
C 5.223 -2.360 3.239
O 5.264 -3.128 2.082
C 4.701 -2.505 0.917
C 5.089 -3.365 -0.307
N 4.493 -4.663 -0.194
C 4.986 -5.532 -1.276
C 6.320 -6.149 -0.920
O 6.217 -7.152 0.098
C 7.260 -8.057 0.113
H 4.273 -1.855 3.412
H 5.952 -1.550 3.257
H 5.422 -2.877 4.178
H 5.235 -1.588 0.667
H 3.639 -2.259 0.932
H 6.177 -3.341 -0.251
H 4.848 -2.869 -1.247
H 4.881 -5.057 0.651
H 5.040 -4.987 -2.219
H 4.229 -6.282 -1.508
H 7.089 -5.412 -0.689
H 6.713 -6.538 -1.859
H 8.219 -7.553 0.231
H 7.246 -8.530 -0.869
H 7.098 -8.791 0.903
C -3.982 -14.815 -6.218
O -3.491 -15.141 -4.877
C -2.041 -15.140 -4.774
C -1.483 -15.711 -3.421
N -1.270 -14.662 -2.461
C -0.652 -15.191 -1.275
C -0.952 -14.270 -0.088
O -2.302 -13.946 0.114
C -2.541 -13.234 1.301
H -3.523 -15.305 -7.076
H -3.823 -13.770 -6.485
H -5.031 -15.108 -6.213
H -1.704 -14.106 -4.846
H -1.594 -15.738 -5.568
H -0.559 -16.208 -3.718
H -2.234 -16.423 -3.079
H -2.169 -14.287 -2.196
H 0.410 -15.369 -1.439
H -1.087 -16.159 -1.025
H -0.415 -13.333 -0.235
H -0.501 -14.715 0.799
H -2.406 -13.805 2.219
H -3.586 -12.924 1.276
H -1.967 -12.308 1.298
C 2.445 -18.013 7.659
O 3.047 -17.428 6.505
C 2.940 -18.221 5.320
C 3.524 -17.635 4.074
N 2.682 -16.547 3.538
C 3.382 -15.824 2.538
C 2.446 -14.689 1.959
O 2.398 -13.608 2.813
C 1.951 -12.411 2.155
H 2.563 -17.278 8.454
H 2.842 -18.977 7.979
H 1.369 -18.180 7.615
H 1.863 -18.295 5.171
H 3.169 -19.277 5.470
H 3.489 -18.412 3.310
H 4.541 -17.295 4.270
H 2.357 -15.931 4.269
H 3.788 -16.480 1.768
H 4.230 -15.392 3.070
H 1.454 -15.109 1.789
H 2.747 -14.455 0.938
H 1.743 -11.631 2.887
H 0.951 -12.592 1.761
H 2.619 -11.908 1.456
C 0.082 -14.233 -7.560
O -0.870 -15.191 -8.079
C -0.358 -16.318 -8.648
C -1.485 -17.141 -9.172
N -1.090 -18.381 -9.865
C -1.058 -18.220 -11.345
C -0.654 -19.548 -11.966
O -1.850 -20.338 -12.043
C -1.912 -21.322 -13.117
H 0.880 -14.096 -8.290
H 0.507 -14.637 -6.640
H -0.356 -13.254 -7.364
H 0.262 -16.890 -7.958
H 0.335 -16.109 -9.462
H -2.067 -16.576 -9.900
H -2.085 -17.598 -8.385
H -1.817 -19.069 -9.730
H -0.450 -17.401 -11.729
H -2.055 -17.968 -11.707
H 0.105 -20.032 -11.351
H -0.175 -19.303 -12.914
H -1.097 -22.046 -13.118
H -1.897 -20.746 -14.042
H -2.807 -21.935 -13.013
C -0.846 -6.050 -0.726
O -1.219 -7.380 -1.194
C -1.467 -8.399 -0.157
C -1.499 -9.762 -0.859
N -2.827 -9.926 -1.395
C -3.074 -11.314 -1.725
C -4.316 -11.359 -2.599
O -4.010 -10.732 -3.896
C -5.030 -10.987 -4.882
H -1.003 -5.300 -1.500
H 0.166 -5.914 -0.343
H -1.469 -5.734 0.111
H -2.397 -8.202 0.377
H -0.601 -8.332 0.501
H -1.248 -10.635 -0.257
H -0.720 -9.696 -1.619
H -2.937 -9.396 -2.248
H -3.286 -11.965 -0.877
H -2.239 -11.713 -2.300
H -5.150 -10.933 -2.042
H -4.615 -12.389 -2.795
H -5.983 -10.647 -4.475
H -5.113 -12.018 -5.228
H -4.851 -10.359 -5.755
C 4.750 -7.372 -7.525
O 3.801 -6.541 -6.840
C 4.104 -6.376 -5.402
C 3.345 -7.449 -4.554
N 1.895 -7.058 -4.490
C 0.960 -8.009 -3.927
C -0.456 -7.538 -4.177
O -0.569 -7.350 -5.678
C -1.892 -7.118 -6.217
H 4.486 -7.407 -8.582
H 4.717 -8.396 -7.153
H 5.707 -6.883 -7.342
H 3.878 -5.389 -4.997
H 5.150 -6.516 -5.130
H 3.725 -7.415 -3.533
H 3.450 -8.460 -4.948
H 1.676 -6.798 -5.441
H 1.083 -8.097 -2.848
H 1.046 -9.005 -4.361
H -0.722 -6.590 -3.711
H -1.126 -8.306 -3.792
H -1.823 -7.126 -7.305
H -2.263 -6.144 -5.897
H -2.665 -7.813 -5.890

---

Number 1: strongest force on any atom 3.41 eV/A, calculated total energy -133875.234 eV. Number 2: strongest force on any atom 2.81 eV/A, calculated total energy -108438.054 eV.